(1)
Below is C22H36CeN4OPS2 as an isolated structure, with properties calculated with ωB97M-V with the def2-TZVPD basis set.

Calculated values
HOMO energy (alpha / beta)   -16.765 / -16.765 eV
LUMO level (alpha / beta)   -11.4552 / -11.4591 eV
Energy relative to the best compared isomer or geometry (same formula, charge and spin)   0.0000 eV
Charge   +3
Frontier orbital gap (alpha / beta)   5.310 / 5.306 eV

Cartesian coordinates (Å):
Ce 0.327 0.201 1.049
N 0.445 -0.099 3.620
C 1.665 0.518 4.229
C 2.872 0.232 3.369
N 2.700 0.686 1.961
C 3.156 2.076 1.676
C 2.102 3.104 2.003
N 0.810 2.757 1.336
H -0.382 0.252 4.100
H 0.450 -1.099 3.817
H 1.853 0.125 5.226
H 1.486 1.584 4.330
H 3.049 -0.844 3.344
H 3.749 0.692 3.827
H 3.285 0.086 1.388
H 3.409 2.120 0.615
H 4.062 2.304 2.238
H 2.447 4.086 1.683
H 1.924 3.170 3.072
H 0.845 3.062 0.365
H 0.065 3.319 1.746
S -0.366 1.088 -1.389
P 0.998 -0.259 -2.145
S 2.046 -1.135 -0.610
C 0.135 -1.507 -3.071
C 0.562 -2.838 -3.060
C -0.060 -3.756 -3.896
C -1.092 -3.348 -4.732
C -1.510 -2.021 -4.746
C -0.900 -1.094 -3.918
C 2.135 0.618 -3.197
C 2.717 1.818 -2.769
C 3.634 2.462 -3.578
C 3.972 1.910 -4.813
C 3.394 0.724 -5.238
C 2.469 0.068 -4.434
H 1.384 -3.158 -2.432
H 0.269 -4.787 -3.903
H -1.572 -4.068 -5.383
H -2.308 -1.709 -5.408
H -1.224 -0.060 -3.943
H 2.437 2.257 -1.819
H 4.081 3.397 -3.263
H 4.687 2.417 -5.449
H 3.657 0.306 -6.202
H 2.016 -0.854 -4.775
C -5.223 0.724 0.435
C -4.666 0.314 1.816
C -5.126 -1.106 2.203
C -5.059 1.340 2.899
C -3.199 0.300 1.715
N -2.047 0.283 1.637
H -6.310 0.722 0.509
H -4.932 0.016 -0.342
H -4.902 1.727 0.152
H -6.215 -1.095 2.242
H -4.753 -1.396 3.185
H -4.820 -1.846 1.463
H -6.147 1.358 2.951
H -4.715 2.344 2.650
H -4.676 1.055 3.880
C 0.146 -3.446 2.305
O 0.011 -2.316 1.379
H 1.183 -3.764 2.348
H -0.492 -4.256 1.969
H -0.194 -3.117 3.282
H 0.253 -2.637 0.497

Force components x, y, z for each atom (eV/Å):
0.52 -0.34 -0.41
0.14 0.18 -0.14
-0.13 -0.08 -0.05
-0.02 0.08 -0.06
-0.18 -0.04 0.11
-0.07 -0.06 0.06
-0.19 0.06 -0.04
0.01 -0.32 0.03
-0.03 0.01 -0.01
0.03 -0.04 0.00
-0.09 -0.01 0.11
-0.04 0.05 0.02
0.05 -0.06 0.00
0.11 0.00 -0.06
0.07 -0.03 -0.02
0.00 -0.01 -0.06
0.10 -0.04 -0.03
0.02 0.08 -0.01
-0.02 0.00 0.06
0.03 0.04 -0.06
-0.04 -0.02 0.02
0.13 -0.28 0.84
0.26 -0.05 -0.68
-0.53 0.44 0.34
-0.10 -0.11 -0.04
-0.08 0.03 -0.09
0.01 0.05 0.04
0.00 -0.01 0.00
-0.01 0.00 0.01
0.04 -0.04 0.01
0.04 0.14 0.02
-0.01 -0.07 -0.08
-0.03 -0.06 -0.03
0.01 0.01 0.00
-0.02 -0.03 0.00
0.05 0.05 0.00
0.00 0.02 0.00
-0.01 0.03 0.01
0.03 0.02 0.02
0.03 -0.01 0.03
0.01 -0.02 0.01
-0.01 0.00 0.03
-0.02 -0.03 -0.01
-0.03 -0.02 0.03
-0.02 0.02 0.06
0.02 0.02 0.00
0.04 -0.03 0.07
0.12 0.04 -0.04
0.02 0.04 -0.02
0.01 -0.03 -0.04
-0.12 -0.02 0.04
-0.04 0.06 0.01
0.01 0.01 -0.01
-0.01 0.02 0.03
-0.01 -0.03 0.02
0.02 -0.02 0.01
-0.01 0.01 -0.03
-0.02 0.03 0.01
0.03 0.01 0.01
-0.02 -0.04 0.00
-0.01 0.01 -0.04
-0.13 0.20 -0.08
0.08 0.37 0.09
0.07 -0.02 0.00
-0.04 -0.06 -0.03
-0.04 0.04 0.01
0.02 -0.11 0.03

---

(2)
Below is C22H36Cl2N5NdO9P2Se as an isolated structure, with properties calculated with ωB97M-V with the def2-TZVPD basis set.

Calculated values
HOMO energy (alpha / beta)   -4.948 / -4.949 eV
LUMO level (alpha / beta)   -1.0606 / -1.0528 eV
Energy relative to the best compared isomer or geometry (same formula, charge and spin)   0.0000 eV
2S+1   4
Frontier orbital gap (alpha / beta)   3.888 / 3.896 eV

Cartesian coordinates (Å):
Nd 3.896 -18.099 -8.454
Cl 0.292 -21.107 -14.273
C 0.640 -20.754 -12.677
C 1.075 -21.843 -11.847
C 1.497 -21.525 -10.573
Cl 1.907 -22.691 -9.444
C 1.803 -20.150 -10.174
O 2.364 -19.873 -9.047
C 1.447 -19.090 -11.139
C 1.747 -17.729 -11.007
O 2.525 -17.187 -10.142
C 0.652 -19.421 -12.277
H 0.835 -22.871 -12.031
H 1.229 -17.020 -11.663
H 0.115 -18.649 -12.846
O 7.412 -17.309 -6.204
P 6.865 -18.786 -6.509
O 7.380 -19.838 -5.639
O 5.316 -18.685 -6.675
O 7.461 -18.932 -8.001
P 6.631 -18.425 -9.345
O 7.848 -18.334 -10.359
O 5.572 -19.318 -9.848
O 6.048 -17.070 -9.049
H 7.931 -17.356 -5.379
H 7.521 -18.644 -11.241
N 6.416 -12.992 -8.893
C 7.477 -12.185 -8.283
C 8.915 -12.745 -8.574
C 9.193 -14.090 -7.889
N 8.144 -15.148 -8.426
C 8.943 -13.986 -6.318
C 7.610 -13.299 -5.965
N 6.469 -14.275 -6.045
C 7.246 -12.050 -6.784
H 6.036 -12.557 -9.773
H 5.606 -13.128 -8.246
H 7.222 -14.691 -8.760
H 7.456 -11.133 -8.713
H 9.602 -12.006 -8.218
H 9.162 -12.753 -9.617
H 10.169 -14.461 -8.066
H 7.890 -15.895 -7.756
H 8.607 -15.596 -9.271
H 9.715 -13.354 -5.879
H 9.019 -14.979 -5.890
H 7.723 -13.009 -4.885
H 5.748 -13.982 -5.425
H 6.804 -15.173 -5.648
H 7.872 -11.268 -6.388
H 6.223 -11.806 -6.548
N 3.153 -15.743 -7.359
C 2.033 -15.474 -6.470
C 0.867 -16.420 -6.717
C 1.070 -17.874 -6.167
N 2.418 -18.492 -6.195
H 4.027 -15.380 -6.922
H 2.971 -15.306 -8.258
H 1.674 -14.478 -6.669
H 2.415 -15.402 -5.423
H 0.718 -16.526 -7.810
H -0.071 -16.100 -6.255
H 0.340 -18.504 -6.708
H 0.721 -17.928 -5.123
H 2.341 -19.485 -5.938
H 2.963 -18.121 -5.408
Se 3.844 -17.945 -2.772
C 2.444 -18.610 -1.733
C 1.362 -17.706 -1.512
C 0.151 -18.109 -0.984
C -0.096 -19.464 -0.711
C 0.914 -20.364 -0.948
C 2.173 -19.987 -1.413
H 1.637 -16.666 -1.714
H -0.621 -17.369 -0.874
H -1.080 -19.754 -0.297
H 0.766 -21.424 -0.787
H 2.921 -20.710 -1.694

Force components x, y, z for each atom (eV/Å):
-1.07 -1.00 1.85
-0.96 -0.54 -1.85
0.48 0.83 1.37
-0.66 2.09 1.63
0.44 1.51 -0.85
0.16 -1.10 0.79
0.54 1.14 -0.15
-0.26 -0.06 -1.27
-0.89 -1.05 0.60
0.70 1.01 1.92
-0.89 -0.67 -1.24
0.57 -1.63 -0.23
0.23 -0.31 -0.66
0.09 -0.22 -0.24
0.69 -0.39 -0.02
0.81 0.95 1.00
-3.07 -1.59 0.05
0.56 0.53 0.08
1.67 0.47 -0.66
-0.68 0.36 -2.57
2.40 0.11 1.55
-0.25 -0.32 -1.17
-1.01 -1.14 0.01
-0.07 0.94 0.36
-0.26 -0.05 -0.28
0.54 0.31 0.91
-1.59 0.02 -0.90
0.34 1.17 -0.53
-0.96 -0.26 0.57
-2.98 0.24 1.70
1.20 0.17 -1.58
-0.18 0.86 -1.82
-0.91 -0.85 1.22
1.66 -0.82 -0.37
1.15 -0.85 0.45
0.66 -0.67 1.30
1.08 0.22 -0.73
1.15 -0.07 0.51
0.04 -1.14 0.40
0.58 0.36 0.71
-0.34 -0.37 -0.83
0.83 -0.50 -0.36
0.17 0.16 -0.09
-1.10 0.36 1.27
0.31 -0.16 -0.18
-0.04 -0.11 0.22
-0.05 0.07 -0.86
-0.66 0.36 0.55
-0.54 0.58 -0.41
0.22 0.62 -0.04
-0.43 0.25 -0.08
1.48 -0.38 -0.08
-0.52 0.53 1.01
0.83 -1.78 0.22
-0.87 -0.41 0.71
0.05 0.31 -0.86
-0.76 -0.19 -0.82
0.32 0.27 0.09
-0.23 0.64 -0.08
-0.46 -0.71 -0.61
-0.01 0.40 0.32
0.23 0.33 -0.21
0.55 0.05 0.01
0.06 0.37 -0.15
-0.08 0.46 -0.29
0.09 0.07 0.15
1.05 0.05 -0.49
-2.25 -0.96 0.00
1.17 -0.26 0.57
0.17 -0.33 -0.31
-0.84 0.90 0.29
0.86 -0.69 0.06
0.13 1.97 -0.76
-0.64 -0.21 -0.02
-0.31 0.15 0.25
0.72 0.01 -0.38
-0.20 -0.10 0.13
0.08 -0.25 0.20

---

(3)
Below is a 2-piece molecular cluster, C22H36ClN3O4 overall, with properties calculated with ωB97M-V with the def2-TZVPD basis set.

Calculated values
HOMO energy   -4.081 eV
LUMO level   -2.6454 eV
Frontier orbital gap   1.435 eV

Cartesian coordinates (Å):
C 8.332 -0.329 2.026
C 8.139 -1.857 1.556
C 7.681 -2.910 2.702
N 8.294 -2.280 0.303
O 7.524 -3.408 0.073
C 6.350 -3.057 -0.685
O 6.289 -3.408 -1.896
C 5.165 -2.269 0.032
C 4.050 -2.911 0.924
C 2.986 -1.978 1.590
C 1.904 -2.732 2.534
N 2.944 -0.536 1.429
C 1.978 0.392 2.077
C 0.441 0.149 1.694
C -0.417 1.218 2.580
Cl 0.022 0.482 -0.058
C 3.983 0.094 0.580
C 5.101 -0.692 -0.139
O 6.134 -0.116 -0.934
H 8.059 0.343 1.133
H 9.419 -0.087 2.333
H 7.606 -0.180 2.908
H 6.523 -2.950 2.625
H 7.928 -2.554 3.759
H 8.047 -3.973 2.503
H 4.065 -4.042 1.077
H 2.304 -3.781 2.813
H 1.730 -2.095 3.474
H 0.946 -2.801 1.887
H 2.232 1.469 1.738
H 2.140 0.352 3.221
H 0.026 -0.875 1.974
H -0.233 2.302 2.262
H -1.528 0.961 2.535
H -0.095 1.126 3.689
H 3.963 1.231 0.456
H 5.769 0.427 -1.667
C -6.180 3.449 -2.826
C -6.424 2.213 -1.936
C -6.683 0.975 -2.825
C -5.464 0.445 -3.574
C -4.141 0.731 -2.867
C -4.258 0.974 -1.345
N -5.199 2.078 -1.128
O -5.358 2.393 0.181
C -2.858 1.413 -0.868
C -4.616 -0.344 -0.633
C -7.736 2.457 -1.158
H -6.032 4.346 -2.220
H -7.033 3.637 -3.488
H -5.296 3.331 -3.458
H -7.084 0.165 -2.207
H -7.474 1.193 -3.554
H -5.582 -0.635 -3.717
H -5.428 0.876 -4.580
H -3.442 -0.088 -3.072
H -3.692 1.614 -3.335
H -2.575 2.373 -1.311
H -2.100 0.682 -1.160
H -2.806 1.515 0.220
H -3.860 -1.109 -0.843
H -5.580 -0.753 -0.948
H -4.651 -0.221 0.453
H -8.574 2.596 -1.851
H -7.689 3.357 -0.541
H -7.984 1.609 -0.514

Force components x, y, z for each atom (eV/Å):
0.48 -0.89 -0.90
0.20 -1.31 0.26
-1.37 0.69 -0.76
-0.81 3.90 2.91
-1.87 -1.52 -0.93
-0.27 -0.74 -3.74
0.05 1.48 5.55
-1.62 2.13 1.38
0.24 4.48 -0.43
1.88 -2.32 -0.65
0.68 0.99 -1.16
2.49 -1.35 -1.85
-0.40 0.27 -0.07
-0.92 1.22 1.85
0.39 -0.53 0.43
1.18 -0.52 1.28
2.39 -1.96 -1.51
-2.44 -1.77 1.79
-2.19 -0.40 1.10
0.35 -1.02 1.47
-1.82 -0.49 -0.32
1.24 -0.14 -1.41
1.78 -0.02 0.29
-0.10 -0.39 -1.63
-0.31 1.68 0.20
-0.33 1.96 -0.06
-0.73 1.90 -0.54
0.09 -1.11 -1.37
1.41 -0.12 1.40
-0.31 -1.91 0.52
-0.55 -0.04 -1.74
0.92 1.34 -0.64
-0.30 -1.64 0.24
1.57 0.49 -0.14
-0.48 0.08 -1.73
-0.15 -1.99 0.33
0.05 -0.49 0.77
-0.16 0.17 -0.35
-0.64 0.43 -1.18
0.07 -0.29 0.06
-0.05 -0.18 -0.27
0.07 0.24 -0.15
0.80 -0.17 -0.78
-0.68 -0.43 2.53
0.40 -0.26 -1.50
-0.24 0.14 0.10
-0.22 -0.13 0.29
0.38 0.05 0.51
0.02 -0.18 0.10
0.00 -0.07 0.06
-0.02 -0.08 0.08
0.02 0.21 0.13
0.06 0.19 0.22
-0.04 0.10 0.00
0.03 -0.04 0.07
-0.01 0.08 0.27
0.01 0.03 0.26
-0.15 -0.06 0.03
-0.46 -0.02 -0.14
-0.17 0.02 -0.14
0.01 0.17 -0.11
0.04 0.11 -0.03
-0.06 0.22 -0.12
0.28 -0.11 -0.17
0.16 -0.19 0.00
0.14 0.12 0.01

---

Number 1: total energy -75273.19507 eV. Number 2: total energy -173532.37261 eV. Number 3: total energy -48567.03720 eV.